Record 1
ORCA calculation (ωB97M-V with the def2-TZVPD basis set) on a structure of composition C6H7BrNO2S at a distorted geometry.

Values from the calculation:
total charge: -1
E_HOMO: -5.01 eV
multiplicity: 1
Kohn-Sham gap: 8.05 eV
LUMO level: 3.035 eV

XYZ file:
```
18
Properties=species:S:1:pos:R:3:forces:R:3:mulliken_charge:R:1
C -0.91658 1.37428 -1.64154 0.149 -0.892 -0.378 0.30
C -1.87878 2.74038 0.17795 0.211 0.265 -0.591 0.63
C -0.97411 2.70425 -1.14634 -0.394 1.030 0.905 -0.40
C 1.41041 0.50383 0.72153 -0.021 0.792 0.628 -0.02
C -0.13945 -1.45230 0.84169 0.069 -0.004 0.075 -1.29
C 1.18878 -0.91695 0.32963 -0.101 -0.396 -0.152 -0.31
N -0.90073 0.29149 -2.02649 0.028 -0.176 -0.112 -0.55
O -3.03656 3.08790 0.00950 -0.785 0.248 -0.388 -0.71
O -1.31993 2.43830 1.24775 0.054 0.020 0.410 -0.63
S 0.61749 1.41442 1.76267 0.933 -0.703 -0.382 -0.01
Br 2.91332 1.26867 -0.33958 -0.106 -0.040 -0.007 -0.26
H -1.46532 3.34783 -1.87872 0.115 -0.061 0.047 0.30
H 0.02725 3.07434 -0.91728 -0.004 -0.102 -0.036 0.23
H -0.19239 -1.37423 1.92598 -0.067 0.000 0.037 0.35
H -0.25796 -2.49584 0.55902 -0.008 -0.139 -0.061 0.35
H -0.95559 -0.87928 0.40969 -0.089 0.010 0.039 0.30
H 1.21744 -1.00553 -0.76257 0.072 0.033 0.159 0.35
H 2.01960 -1.51257 0.73956 -0.054 0.113 -0.193 0.37
```
Forces are in eV/Å.


Record 2
ORCA calculation (ωB97M-V with the def2-TZVPD basis set) on a structure of composition C11H18AsCuN3O7S2 at a distorted geometry.

Values from the calculation:
total charge: 0
E_HOMO (spin up / spin down): -6.50 / -8.04 eV
multiplicity: 2
expectation value of S²: 0.75
Kohn-Sham gap (spin up / spin down): 6.51 / 8.04 eV
LUMO level (spin up / spin down): 0.006 / 0.001 eV

XYZ file:
```
43
Properties=species:S:1:pos:R:3:forces:R:3:mulliken_spin:R:1
Cu -14.49171 1.92487 -4.05435 -0.968 0.154 0.652 0.00
O -16.45596 4.91246 -1.00567 2.557 -0.372 0.975 -0.01
As -15.32448 2.36981 -0.83921 1.620 3.046 -3.474 0.56
O -16.37157 3.68519 -0.24666 -2.725 0.251 1.067 0.13
O -15.42213 1.89813 -2.45560 -1.296 -0.507 1.252 0.13
C -15.50253 0.94310 0.30382 -1.682 0.163 0.134 0.12
C -16.60649 0.15566 0.41003 -0.239 0.662 0.623 0.01
C -16.52887 -0.85914 1.33161 -0.874 -1.695 0.767 0.00
C -15.30344 -1.43738 1.72414 -0.519 1.063 -0.405 0.00
C -14.18580 -0.70013 1.30413 0.004 -1.728 1.586 0.01
C -14.35495 0.62292 0.95150 2.402 -3.105 -2.761 -0.01
S -12.85283 1.09404 0.12544 3.015 0.046 6.642 0.01
O -13.30009 2.40440 -0.30230 1.121 2.349 -1.240 0.03
O -11.93569 1.07433 1.30850 -1.090 0.386 -2.539 0.02
O -12.35895 0.28423 -0.94613 -0.371 -1.098 -1.224 0.01
H -15.55295 5.24969 -0.68355 -1.776 0.327 -1.188 0.00
H -17.51189 0.39421 -0.10641 -0.491 0.076 -0.043 0.00
H -17.51071 -1.21436 1.66045 0.537 -0.615 -0.060 0.00
H -15.24703 -2.38553 2.27540 -0.038 0.505 -0.432 0.00
H -13.19275 -1.17046 1.17187 -0.562 0.438 0.830 0.00
N -12.90124 0.53868 -3.65442 0.596 -0.810 0.513 0.00
N -11.78648 1.23503 -4.17510 1.255 2.179 -0.910 0.00
C -12.02557 2.13236 -5.24171 -1.011 -2.328 0.561 0.00
N -11.05742 2.82215 -5.87811 -0.221 -0.294 1.129 0.00
S -13.60057 2.02853 -5.93379 1.115 0.953 -1.462 0.00
H -12.77615 0.33518 -2.62808 0.204 0.323 -1.006 0.00
H -12.97828 -0.33809 -4.18377 0.056 0.385 0.368 0.00
H -11.10645 1.57167 -3.48370 -0.371 -0.561 -0.244 0.00
H -10.10796 2.94700 -5.50962 -0.795 -0.059 -0.343 0.00
H -11.45623 3.42310 -6.58992 0.576 0.047 0.107 0.00
C -12.63416 6.01013 -3.34716 0.157 0.205 1.679 0.00
C -11.86923 5.64479 -2.02056 0.283 0.931 -0.784 0.00
C -12.90149 5.80627 -0.93878 -0.434 0.830 0.148 -0.05
O -13.95675 6.64346 -1.47953 0.094 -0.130 0.526 0.00
C -13.67497 7.02582 -2.80487 0.014 -1.099 -1.187 0.00
H -13.09267 5.10834 -3.73254 -0.296 -0.089 -0.234 0.00
H -11.99683 6.46657 -4.09254 0.186 -0.048 -0.196 0.00
H -11.03318 6.32406 -1.84282 -0.025 0.101 -0.186 0.00
H -11.46386 4.65076 -2.00355 0.148 -0.568 -0.166 0.00
H -12.54184 6.28867 -0.01243 0.013 -0.285 -0.419 0.00
H -13.30748 4.83747 -0.70367 -0.393 -0.374 0.305 0.05
H -13.28542 8.03544 -2.91120 0.117 0.285 0.418 0.00
H -14.60293 6.97121 -3.38988 0.108 0.064 0.220 0.00
```
Forces are in eV/Å.


Record 3
ORCA calculation (ωB97M-V with the def2-TZVPD basis set) on a cluster of 2 separate species, C8H18NSi in total at a distorted geometry.

Values from the calculation:
total charge: +1
E_HOMO: -11.11 eV
multiplicity: 1
Kohn-Sham gap: 5.65 eV
LUMO level: -5.464 eV

XYZ file:
```
28
Properties=species:S:1:pos:R:3:forces:R:3:mulliken_charge:R:1
C -2.97767 -1.86132 0.38836 2.264 -0.142 -0.998 -0.53
C -0.96245 -3.38748 1.31396 -0.616 2.632 4.011 -0.83
C -1.96657 -1.75428 -0.81364 -1.281 0.426 -1.512 -0.73
C -1.97593 -2.22005 1.46911 1.176 -0.852 -2.253 -0.32
C -0.55907 -1.96284 1.00894 0.221 -0.488 0.855 -0.09
C 3.08318 1.14158 -0.84338 -0.149 1.710 1.934 -0.92
C 2.28705 3.96533 0.73012 -0.511 -0.480 -1.700 -0.96
C 0.30302 2.58443 -1.45415 2.860 -2.499 0.226 -1.02
N -0.58288 -1.52053 -0.32479 -1.986 1.212 -0.806 -0.29
Si 1.92472 2.56627 -0.46452 0.363 0.237 -1.084 0.65
H -3.41150 -0.89129 0.53709 -0.218 0.487 0.495 0.30
H -3.79472 -2.56690 0.20604 0.386 -0.045 -0.006 0.29
H -0.76549 -3.94338 2.24506 0.408 0.789 -0.345 0.26
H -1.14594 -4.03844 0.58968 -0.615 -2.402 -3.483 0.29
H -2.04530 -2.70741 -1.32357 0.177 -0.173 -0.461 0.29
H -2.32988 -0.95129 -1.52575 0.686 -0.859 0.599 0.31
H -2.22473 -1.85097 2.37053 -0.585 0.568 3.372 0.44
H 2.53113 0.28841 -0.53321 -0.660 -1.155 0.143 0.30
H 3.32887 1.04369 -1.87211 0.267 0.023 -0.929 0.37
H 3.94775 1.20256 -0.16811 0.008 -0.005 -0.514 0.35
H 1.38791 3.93520 1.30152 -1.199 0.705 0.428 0.32
H 3.03523 3.91067 1.46589 1.428 -0.553 0.549 0.41
H 0.17543 -1.38623 1.55572 -0.097 -0.443 0.811 0.39
H -0.45764 2.34482 -0.75422 -1.361 0.577 0.291 0.38
H 0.26219 3.28955 -2.22842 -0.748 2.019 -0.264 0.43
H 0.38274 1.69921 -2.11837 0.084 -0.187 0.682 0.33
H 0.13390 -1.85056 -0.93602 0.176 -0.599 -0.289 0.23
H 2.41664 4.92124 0.17824 -0.475 -0.503 0.248 0.35
```
Forces are in eV/Å.


Record 4
ORCA calculation (ωB97M-V with the def2-TZVPD basis set) on the ion C8H11IP with charge +1 at a distorted geometry.

Values from the calculation:
total charge: +1
E_HOMO (spin up / spin down): -10.17 / -13.03 eV
multiplicity: 3
expectation value of S²: 2.00
Kohn-Sham gap (spin up / spin down): 6.67 / 4.93 eV
LUMO level (spin up / spin down): -3.499 / -8.101 eV

XYZ file:
```
21
Properties=species:S:1:pos:R:3:forces:R:3:mulliken_spin:R:1
C -1.22836 2.50977 -1.47616 -0.541 2.706 -1.808 0.00
C -2.19072 1.64912 -1.03792 0.400 -0.491 0.385 0.00
C 0.12030 2.36349 -1.28379 0.642 -1.733 -0.169 0.01
C -1.79980 0.46521 -0.41955 1.123 0.999 -0.250 0.01
C 0.44983 1.20647 -0.58949 2.992 -0.729 2.259 -0.03
C -0.46210 0.20089 -0.12141 1.340 1.842 -1.252 0.09
C 0.96917 -2.56488 -0.46536 1.099 -0.461 3.685 0.03
C 1.50278 -0.69461 2.42287 -0.427 -2.606 -2.541 0.07
P 0.26484 -1.26465 0.67869 3.905 2.545 -0.543 0.45
I -1.57257 -2.34714 1.85207 -3.614 -2.145 2.395 1.40
H -1.56488 3.38288 -2.07743 0.193 -0.592 0.580 0.00
H -3.20995 1.94590 -1.22255 -0.257 -0.529 0.064 0.00
H 0.90418 2.93798 -1.81031 -0.699 -0.012 0.809 0.00
H -2.53018 -0.21795 -0.23852 -2.026 -1.947 0.806 -0.01
H 1.55088 1.11253 -0.18013 -2.035 0.000 -1.311 -0.03
H 0.39673 -3.49225 -0.34645 0.048 0.253 -0.058 -0.01
H 2.02923 -2.75974 -0.18146 -0.746 -0.044 0.363 0.00
H 1.09583 -2.30160 -1.43025 -0.353 1.221 -3.333 0.01
H 1.34516 -1.54421 3.10116 -0.934 0.889 0.360 0.00
H 1.40970 0.33748 2.65567 -0.736 0.541 0.445 0.00
H 2.51995 -0.92469 2.17033 0.626 0.294 -0.886 0.00
```
Forces are in eV/Å.


Record 5
ORCA calculation (ωB97M-V with the def2-TZVPD basis set) on the molecule C3H6OS4 at a distorted geometry.

Values from the calculation:
total charge: 0
E_HOMO: -9.40 eV
multiplicity: 1
SMILES string: O=S1(=S)SCCCS1
Kohn-Sham gap: 8.59 eV
LUMO level: -0.805 eV

XYZ file:
```
14
Properties=species:S:1:pos:R:3:forces:R:3:mulliken_charge:R:1
C 0.10567 -1.34127 -0.44038 0.423 -0.736 2.720 -0.09
C -1.01742 -0.76007 0.39193 -2.296 0.793 -0.106 -0.93
C 0.76257 -0.19236 -1.16498 0.231 0.437 -1.658 -0.82
O -0.70112 2.03388 0.00142 -0.313 0.841 -0.257 -0.54
S 0.89957 3.03603 2.20050 0.475 0.402 0.391 -0.22
S -0.60613 -0.05207 2.00190 1.386 1.697 -1.095 -0.06
S 1.86223 0.94928 -0.15339 -0.461 -0.883 -0.307 -0.03
S 0.33226 1.76328 0.96944 -1.398 -1.895 0.464 0.62
H 0.73797 -1.80969 0.38424 -0.109 0.100 -1.649 0.26
H -0.36682 -2.10154 -1.07666 0.622 0.231 -0.224 0.32
H -1.52713 0.01852 -0.26828 0.168 -0.910 1.320 0.37
H -1.80658 -1.44284 0.77954 0.514 -0.158 -0.914 0.37
H 1.42542 -0.49714 -2.02828 -0.588 0.241 1.042 0.36
H -0.10049 0.39599 -1.59700 1.346 -0.161 0.274 0.38
```
Forces are in eV/Å.


Record 6
ORCA calculation (ωB97M-V with the def2-TZVPD basis set) on a cluster of 3 separate species, C30H52BINO11P3S3 in total at a distorted geometry.

Values from the calculation:
total charge: 0
E_HOMO: -8.11 eV
multiplicity: 1
SMILES string: CCB(O)c1c(P(O)(O)=S)ccc2c1Nc1cc(S)c(C)c([C@H](I)CC)c1S2.CCOP(=O)(OCC)OCC.CCOP(=O)(OCC)OCC
Kohn-Sham gap: 6.25 eV
LUMO level: -1.869 eV

XYZ file:
```
102
Properties=species:S:1:pos:R:3:forces:R:3:mulliken_charge:R:1
C 2.63776 5.59622 5.31786 -0.895 -0.393 -0.107 -0.75
C 1.44161 6.27511 4.36641 0.881 0.188 -0.247 -0.14
B 1.56002 5.74593 2.78146 0.635 1.056 -0.072 0.49
O 2.20825 6.60908 1.75248 -0.636 -1.602 3.463 -0.62
C 0.96807 4.23879 2.45531 -0.623 -2.769 -1.302 0.45
C -0.62825 3.90003 2.65398 3.129 -4.090 -2.219 0.22
P -1.98459 5.12765 3.20552 -2.014 0.696 0.728 0.80
O -1.71722 6.78447 2.62750 0.704 -4.109 -1.174 -0.51
O -3.53877 4.65639 2.48526 3.321 -0.468 0.000 -0.51
S -2.31943 5.08338 5.16121 0.739 0.244 -1.885 -0.39
C -1.08701 2.32324 2.33755 2.985 0.281 -0.791 -0.52
C -0.03983 1.15644 1.80651 1.351 4.286 1.082 -0.61
C 1.53259 1.57976 1.60902 -1.379 2.767 1.557 0.37
C 2.09774 3.11935 1.93731 -4.594 -1.227 0.173 -0.61
N 3.54656 3.51988 1.76871 -0.884 -2.638 0.592 -0.03
C 4.50567 2.50987 2.38000 2.841 -1.621 1.969 -0.18
C 5.70996 3.13167 3.33172 -0.643 -4.695 -0.649 -0.50
C 6.73913 2.03648 4.04234 -3.317 -0.111 -2.905 0.18
S 8.09826 2.79116 5.14722 -1.085 -0.340 -1.188 -0.30
C 6.57828 0.39336 3.80219 -1.131 2.103 -0.967 0.44
C 7.64916 -0.55906 4.60369 -1.259 -0.501 0.345 -1.02
C 5.38508 -0.25071 2.82607 0.059 4.175 0.682 0.58
C 5.18890 -1.85265 2.53495 0.714 1.354 -1.941 -0.77
I 4.07043 -2.84607 4.19105 0.716 0.624 -0.833 0.07
C 6.58220 -2.65162 2.14580 -0.423 -1.190 1.270 -0.17
C 6.15443 -4.11400 1.50591 0.001 0.160 0.188 -0.82
C 4.36386 0.86091 2.13868 2.138 1.843 2.156 -0.14
S 2.88871 0.36426 1.03004 -0.015 1.777 1.968 -0.23
H 2.18862 5.46719 6.40122 1.149 0.363 -2.169 0.29
H 3.60414 6.26599 5.34848 -1.912 -1.533 -0.118 0.23
H 2.83733 4.50812 4.89906 -0.038 2.245 0.969 0.15
H 0.42003 5.96525 4.85009 1.854 0.896 -1.033 -0.08
H 1.61472 7.44215 4.31645 -0.716 -2.174 0.517 0.23
H 2.74223 7.26351 2.29157 -1.039 -0.827 -1.046 0.30
H -1.28644 6.71923 1.70352 -0.981 0.212 1.838 0.36
H -3.51877 3.68980 2.22191 0.117 1.584 0.412 0.32
H -2.21537 1.96171 2.48292 2.765 0.969 -0.283 0.13
H -0.40758 0.05410 1.59396 0.887 2.633 0.531 0.33
H 3.79424 3.69705 0.76625 -0.503 -0.311 1.168 0.32
H 5.86029 4.29980 3.52267 -0.557 -2.940 -0.558 0.13
H 8.21771 4.14819 4.75923 -0.684 -1.693 -0.076 0.18
H 7.04397 -1.53132 4.93872 1.351 2.066 -0.758 0.19
H 8.55687 -0.91226 3.94804 -1.805 0.934 1.222 0.22
H 8.01531 -0.06027 5.61500 -0.727 -0.842 -2.374 0.41
H 4.47415 -1.98655 1.58813 1.433 0.547 2.258 0.29
H 7.15687 -2.89076 3.15227 -1.050 0.671 -2.157 0.19
H 7.28476 -2.02803 1.44807 -1.614 -1.070 1.227 0.31
H 5.66801 -4.81507 2.33380 0.996 1.680 -1.764 0.23
H 5.36597 -3.92047 0.66174 1.532 -0.557 1.474 0.10
H 7.08188 -4.69310 1.07526 -1.817 1.303 0.767 0.35
O -0.55749 -4.81967 -1.43151 -1.682 4.301 0.251 -0.69
P 0.29955 -3.74100 -2.13802 6.064 -7.208 -2.098 1.00
O 0.45406 -4.58590 -3.55964 -1.028 0.693 -0.203 -0.36
C -0.69430 -5.05999 -4.23889 -0.170 -0.335 -0.491 -0.26
C -1.12203 -4.07806 -5.31330 -0.054 0.050 -0.131 -1.02
O 1.74271 -4.21622 -1.46158 -0.633 1.631 0.178 -0.41
C 1.76353 -4.79585 -0.16642 -0.050 -0.450 0.302 0.01
C 1.79961 -6.31120 -0.27259 0.037 -0.250 -0.066 -1.20
O 1.25718 -2.53573 -2.92744 -2.653 1.147 2.456 -0.30
C 0.60823 -1.50977 -3.65468 0.062 0.544 -0.480 -0.10
C -0.61868 -0.95261 -2.95929 0.160 0.111 0.105 -1.12
H -1.52555 -5.25511 -3.55727 0.145 -0.033 0.100 0.29
H -0.42329 -6.01039 -4.70855 0.071 0.045 0.123 0.33
H -1.52474 -3.16822 -4.86525 -0.077 0.051 -0.004 0.17
H -1.90255 -4.51264 -5.94381 0.049 0.037 0.041 0.42
H -0.27480 -3.79266 -5.94508 -0.100 -0.135 0.057 0.26
H 0.91507 -4.45093 0.43326 0.063 -0.179 -0.127 0.34
H 2.66891 -4.44610 0.33835 0.011 0.085 -0.142 0.13
H 1.00216 -6.69970 -0.91488 -0.001 0.229 0.202 0.30
H 1.70396 -6.77192 0.71592 0.041 0.057 -0.092 0.38
H 2.74445 -6.63868 -0.71844 -0.052 0.087 0.110 0.29
H 0.36670 -1.87459 -4.65455 -0.124 -0.077 -0.011 0.16
H 1.33691 -0.70295 -3.78539 0.048 -0.159 0.099 0.36
H -1.38801 -1.71900 -2.82841 -0.136 -0.105 -0.110 0.28
H -1.04985 -0.13448 -3.54329 -0.045 -0.124 0.118 0.41
H -0.36150 -0.57828 -1.96293 0.036 0.042 -0.127 0.34
O -7.38561 -1.18315 -1.88292 -1.654 4.313 0.229 -0.72
P -6.52856 -0.10447 -2.58943 6.025 -7.236 -2.062 0.95
O -6.37406 -0.94938 -4.01106 -1.011 0.699 -0.209 -0.28
C -7.52242 -1.42346 -4.69031 -0.176 -0.343 -0.491 -0.27
C -7.95015 -0.44153 -5.76471 -0.052 0.040 -0.137 -1.05
O -5.08541 -0.57969 -1.91299 -0.602 1.635 0.160 -0.36
C -5.06459 -1.15932 -0.61783 -0.073 -0.483 0.317 -0.37
C -5.02851 -2.67467 -0.72401 0.038 -0.232 -0.069 -0.91
O -5.57093 1.10079 -3.37886 -2.643 1.152 2.444 -0.26
C -6.21989 2.12676 -4.10609 0.063 0.538 -0.498 -0.07
C -7.44680 2.68391 -3.41071 0.158 0.121 0.130 -1.24
H -8.35366 -1.61858 -4.00868 0.150 -0.037 0.100 0.29
H -7.25140 -2.37386 -5.15996 0.067 0.049 0.124 0.31
H -8.35286 0.46831 -5.31666 -0.070 0.055 -0.002 0.21
H -8.73066 -0.87611 -6.39523 0.054 0.036 0.040 0.42
H -7.10291 -0.15613 -6.39649 -0.105 -0.132 0.056 0.25
H -5.91305 -0.81440 -0.01815 0.057 -0.177 -0.138 0.38
H -4.15920 -0.80957 -0.11306 0.021 0.088 -0.159 0.36
H -5.82596 -3.06318 -1.36629 -0.001 0.230 0.205 0.26
H -5.12416 -3.13540 0.26451 0.051 0.050 -0.106 0.37
H -4.08367 -3.00216 -1.16985 -0.044 0.061 0.122 0.13
H -6.46141 1.76194 -5.10597 -0.120 -0.076 -0.012 0.18
H -5.49120 2.93358 -4.23680 0.038 -0.158 0.098 0.33
H -8.21612 1.91753 -3.27983 -0.111 -0.115 -0.103 0.37
H -7.87797 3.50205 -3.99471 -0.019 -0.114 0.105 0.37
H -7.18961 3.05825 -2.41434 0.022 0.029 -0.143 0.36
```
Forces are in eV/Å.